18
Properties=species:S:1:pos:R:3:forces:R:3:nbo_charge:R:1 method="wB97M-V/def2-TZVPD" smiles="CN[C@H](C)CC=O" orbital_gap_ev=10.06 multiplicity=1 relative_energy_kcal_mol=35.6 e_homo_ev=-8.99
C 0.5941 0.2893 -1.8510 -0.6223 -0.2013 -1.0518 -0.425
N 1.1703 0.2264 -0.5450 0.4141 0.1264 0.4238 -0.626
C 0.2152 0.3319 0.5483 0.0515 -0.6773 0.2782 -0.042
C -0.8095 -0.8102 0.4765 -0.3100 0.9964 -0.1543 -0.528
C -1.9546 -0.5518 -0.4910 0.2202 -0.8837 0.6471 0.454
O -2.5504 0.4837 -0.5846 -0.0151 0.1350 -0.2079 -0.527
C 0.9931 0.2618 1.8678 -0.8556 1.0252 -0.3359 -0.603
H 1.2988 0.4634 -2.6584 0.5164 0.2871 0.2679 0.210
H -0.2152 1.0198 -1.9705 0.0132 0.1086 0.0961 0.178
H 0.1933 -0.6839 -2.1381 -0.3286 -0.1890 0.1954 0.182
H 1.8701 0.9451 -0.4078 0.0089 -0.0260 -0.1913 0.357
H -0.3504 1.2612 0.5340 -0.1611 0.3203 -0.2797 0.178
H -0.3410 -1.7573 0.2523 0.2575 -0.2798 -0.0384 0.221
H -1.2783 -0.8758 1.4634 -0.0899 -0.1307 -0.0159 0.240
H -2.2581 -1.4793 -1.0283 -0.2039 0.3419 -0.2775 0.101
H 0.5575 0.9790 2.5674 0.0230 -0.0392 0.0795 0.208
H 0.8656 -0.7108 2.3147 0.7535 -0.4011 0.1025 0.210
H 1.9995 0.6075 1.6502 0.3281 -0.5128 0.4625 0.211

***

18
Properties=species:S:1:pos:R:3:forces:R:3:nbo_charge:R:1 method="wB97M-V/def2-TZVPD" orbital_gap_ev=9.49 multiplicity=1 relative_energy_kcal_mol=58.9 e_homo_ev=-8.60
C 2.0705 0.1969 0.7743 0.0475 -0.1296 -0.0229 -0.645
C 0.8143 0.4425 -0.0097 -0.1263 -0.1428 -0.1259 -0.235
C -0.3154 -0.2802 0.0547 0.2068 0.0957 0.1387 0.114
C -0.4784 -1.5418 0.8697 -0.0085 -0.0551 0.0404 -0.661
N -1.5372 0.2843 -0.3818 -0.1052 -0.0395 -0.4632 -0.511
C -1.8428 0.4210 -1.5988 -0.1097 -0.0067 0.3349 0.435
O -1.1710 -0.0396 -2.6665 0.2580 -0.0646 0.0269 -0.672
H 2.0669 -0.7702 1.2844 0.0105 0.0961 -0.1174 0.212
H 2.9626 0.2551 0.1424 -0.0874 -0.0574 0.0646 0.217
H 2.1826 0.9727 1.5470 -0.0423 -0.1423 -0.1678 0.218
H -0.5328 2.0384 1.2826 -0.2254 0.2595 0.1536 -0.036
H 0.7827 1.3801 -0.5644 -0.0574 -0.1482 0.0742 0.204
H -0.3837 -0.4951 -2.3205 0.0358 0.0787 -0.1522 0.492
H 0.2162 -2.3296 0.5600 -0.0695 0.1529 0.0391 0.221
H -0.3025 -1.3365 1.9316 -0.0352 -0.0492 -0.1055 0.225
H -1.4984 -1.9199 0.7688 0.1562 0.0376 -0.0003 0.230
H -1.2061 1.8929 0.9905 0.0879 0.3007 0.2680 0.023
H -2.7433 0.9617 -1.8857 0.0642 -0.1860 0.0148 0.169

***

18
Properties=species:S:1:pos:R:3:forces:R:3:nbo_charge:R:1 method="wB97M-V/def2-TZVPD" smiles="C=C/C=C(/C)N.O" orbital_gap_ev=9.05 multiplicity=1 relative_energy_kcal_mol=71.9 e_homo_ev=-8.10
N -1.1913 -0.8722 1.9934 1.0872 0.4698 -0.5689 -0.842
C -0.5044 0.3192 1.4821 -1.9043 -0.3727 -1.5841 0.214
C -0.2651 0.6898 0.1541 0.4811 -1.5261 2.7421 -0.356
C -0.2086 -0.4306 -0.8421 0.1707 -0.2303 -1.4479 -0.213
C 0.8879 -1.0149 -1.4321 -3.7950 -1.1730 -0.4668 -0.404
C -0.5171 1.3734 2.4986 -0.1090 -1.3884 3.0663 -0.643
H -1.4818 -0.9329 2.9840 0.7542 0.7204 -1.0422 0.382
H -0.8473 -1.7724 1.7176 0.0990 -0.1912 -0.5291 0.382
H -0.1260 1.7935 0.0013 0.3169 -1.4314 -0.2150 0.225
H -1.2656 -0.7490 -1.0883 1.3680 -0.2633 0.0191 0.206
H 0.8390 -1.9087 -2.1566 -0.4392 1.5922 1.2406 0.215
H 1.8622 -0.7170 -1.2721 1.8837 0.9233 0.7135 0.184
H 0.4665 1.6788 2.8052 0.6180 0.2431 -0.1098 0.226
H -0.9515 0.9244 3.4817 0.3358 1.2695 -1.6489 0.195
H -1.0492 2.1998 2.1377 -0.8811 1.3588 -0.0764 0.226
H 0.8634 0.1841 -3.8192 -0.2012 -0.1205 -0.0443 0.473
H 2.1994 -0.3716 -4.1817 0.5707 -0.1030 -0.0049 0.462
O 1.2895 -0.3937 -4.4635 -0.3556 0.2228 -0.0433 -0.932

***

18
Properties=species:S:1:pos:R:3:forces:R:3:nbo_charge:R:1 method="wB97M-V/def2-TZVPD" smiles="CNC(=O)C(C)C" orbital_gap_ev=10.43 multiplicity=1 relative_energy_kcal_mol=2.8 e_homo_ev=-9.56
C -2.6601 0.7306 -0.6400 -0.1462 0.0040 -0.0698 -0.420
N -1.2635 0.7930 -0.2673 0.1326 -0.0456 0.0348 -0.620
C -0.4059 -0.2353 -0.5267 -0.0783 -0.0822 -0.0898 0.679
O -0.7624 -1.2412 -1.1217 0.0974 0.2915 0.2211 -0.629
C 1.0346 -0.0273 -0.0476 0.0181 0.0019 -0.0241 -0.312
C 1.1053 0.2949 1.4511 -0.0015 0.0283 0.0730 -0.598
C 1.8711 -1.2576 -0.3833 0.0395 -0.0418 -0.0229 -0.597
H -2.9932 1.7000 -1.0207 0.0383 -0.1196 0.0508 0.197
H -3.3012 0.4393 0.2012 0.1073 0.0342 -0.1174 0.191
H -2.7592 -0.0185 -1.4267 -0.0331 0.1051 0.1017 0.238
H -0.9333 1.5843 0.2604 -0.0219 -0.1353 -0.0789 0.390
H 1.4306 0.8352 -0.6037 -0.0732 -0.1048 0.0587 0.212
H 0.6646 -0.5149 2.0435 0.0575 0.0934 -0.0927 0.213
H 0.5884 1.2237 1.7173 0.0700 -0.1352 -0.0482 0.197
H 2.1501 0.4085 1.7586 -0.1438 -0.0312 -0.0429 0.215
H 2.9170 -1.0931 -0.1038 -0.1390 -0.0127 -0.0300 0.202
H 1.4968 -2.1319 0.1590 0.0622 0.1178 -0.0718 0.215
H 1.8202 -1.4898 -1.4495 0.0142 0.0323 0.1486 0.228

***

18
Properties=species:S:1:pos:R:3:forces:R:3:lowdin_spin:R:1 method="wB97M-V/def2-TZVPD" total_charge=+1 orbital_gap_ev="7.11 / 3.01" multiplicity=2 relative_energy_kcal_mol=69.7 e_homo_ev="-12.84 / -12.74"
O 1.6756 0.2312 -1.7202 -0.1022 -0.2930 -0.0567 0.615
C 0.7673 -0.3909 -2.1805 0.3575 -0.2804 -0.2009 0.131
C -0.6810 -0.2368 -1.8992 -1.5970 -0.0800 1.8913 0.091
C -1.0398 0.2370 -0.4586 1.1819 1.5028 -0.2789 0.015
C -0.0602 -0.2502 0.6473 -2.1318 0.0363 -0.2823 0.024
C -0.5322 0.4128 1.9439 1.0693 1.0383 0.5937 0.007
N 0.1898 -0.0924 3.1269 -0.8921 -0.2266 -0.9118 0.009
H 0.9813 -1.1166 -3.0013 0.3307 0.0555 -0.0351 0.081
H -1.2746 -1.1444 -2.0136 0.6205 -0.2006 -1.0109 0.000
H -0.8794 0.4987 -2.6916 -0.4712 -0.0250 -0.1096 0.002
H -1.1521 1.3292 -0.5042 0.6622 0.0076 0.2460 0.003
H -2.0467 -0.0244 -0.1499 -0.1403 -0.8168 -0.5251 0.007
H -0.2715 -1.3224 0.7093 0.4878 -0.1633 0.1993 0.001
H 0.9945 -0.1014 0.4165 0.0527 0.3050 0.2092 0.010
H -0.3365 1.4917 1.9051 0.1347 -0.1046 -0.2783 0.001
H -1.6265 0.3719 2.0252 0.0336 -0.4357 -0.0436 0.004
H -0.2886 -0.9606 3.3340 0.3774 -0.2234 0.5961 0.000
H 0.0421 0.5337 3.9107 0.0264 -0.0960 -0.0023 0.000

***

18
Properties=species:S:1:pos:R:3:forces:R:3:lowdin_spin:R:1 method="wB97M-V/def2-TZVPD" total_charge=+1 orbital_gap_ev="7.67 / 3.47" multiplicity=2 relative_energy_kcal_mol=63.0 e_homo_ev="-12.87 / -12.75"
C -0.5954 -0.6415 -1.4362 -0.4945 0.1957 0.2481 0.000
C -1.5674 -1.5216 -0.6903 0.1390 -0.7444 0.9099 0.001
N -2.5837 -2.2399 -1.3645 -0.1445 0.7590 -0.5400 0.006
O -1.4557 -1.5879 0.5160 0.0648 0.4196 -0.0723 0.020
H -0.8652 -0.4050 -2.4584 0.1566 -0.2971 -0.1379 0.000
H 0.3921 -1.0796 -1.3159 0.1193 -0.0720 -0.4150 0.000
H -0.6213 0.2765 -0.8504 0.1201 0.1531 -0.1344 0.000
H -2.3770 -3.2260 -1.4410 0.1239 -0.1074 -0.1347 0.000
H -3.4389 -2.1296 -0.8331 -0.0275 -0.3111 0.1628 0.000
C 0.8794 2.3164 0.7807 0.2851 -0.7264 -0.7576 0.072
C 1.7472 1.4284 1.5580 -0.5708 1.6046 0.0335 0.345
C 2.0384 0.1208 1.2072 0.1555 -0.9040 -0.0428 0.463
H 1.3591 3.2665 0.5281 0.1138 0.1948 0.4977 0.021
H 0.6101 1.8603 -0.1691 -0.1633 -0.0967 0.0559 0.000
H -0.0423 2.5468 1.3283 0.0425 0.1395 0.2539 0.029
H 2.1997 1.8223 2.4632 -0.0042 -0.0362 0.0587 0.009
H 2.6673 -0.4550 1.8625 0.1628 -0.2811 0.0933 0.019
H 1.6535 -0.3519 0.3148 -0.0787 0.1101 -0.0792 0.017

***

18
Properties=species:S:1:pos:R:3:forces:R:3:lowdin_spin:R:1 method="wB97M-V/def2-TZVPD" total_charge=+1 orbital_gap_ev="12.74 / 7.40" multiplicity=2 relative_energy_kcal_mol=27.9 e_homo_ev="-16.24 / -15.98"
C 1.5195 -0.0691 0.5254 0.4233 -0.1301 0.0029 -0.009
C 2.8917 -0.6973 0.2223 -0.4418 -0.7391 -0.2642 -0.001
C 0.4272 -0.9750 0.0437 0.4894 0.9846 0.2607 0.006
N -0.7862 -0.4128 -0.4909 -0.5352 -0.3116 -0.8644 0.629
C -1.3872 0.9290 -0.4702 1.5016 -1.1556 0.5679 0.078
C -2.8098 0.8650 0.0343 -0.7529 0.7954 0.1479 0.033
O 0.4457 -2.1705 0.0157 -0.1451 -0.5351 -0.0839 0.216
H 1.4797 0.9146 0.0583 -0.3235 0.0276 0.0257 0.000
H 1.4025 0.0502 1.6092 -0.0813 0.1105 -0.0946 -0.003
H 3.0296 -1.6139 0.7917 0.1018 0.1681 0.2956 0.000
H 3.6892 0.0069 0.4202 0.0753 0.0391 0.0553 0.000
H 2.9384 -1.0430 -0.8159 0.0676 0.4033 0.0062 0.001
H -1.2451 -1.1432 -1.0633 -0.1669 0.3193 0.4125 0.006
H -1.3028 1.2205 -1.5273 -0.1893 0.2596 0.0551 0.041
H -0.6981 1.5013 0.1516 -0.3294 0.4315 -0.2073 0.000
H -3.3804 1.7002 -0.3723 0.0789 -0.0865 -0.2301 0.001
H -3.3074 -0.0484 -0.2413 -0.2075 -0.3632 -0.2549 0.000
H -2.9065 0.9855 1.1089 0.4349 -0.2177 0.1695 0.002

***

19
Properties=species:S:1:pos:R:3:forces:R:3:nbo_charge:R:1 method="wB97M-V/def2-TZVPD" smiles="CC(C)COC(N)=O" orbital_gap_ev=11.33 multiplicity=1 relative_energy_kcal_mol=16.9 e_homo_ev=-10.51
C 0.4753 0.5713 1.8309 -0.0862 0.1086 -0.1229 -0.604
C -0.0182 -0.2741 0.6335 0.0658 -0.1033 0.4569 -0.260
C -0.5118 -1.6684 1.1075 0.2706 0.0163 -0.3216 -0.604
C -1.0900 0.4810 -0.1724 -0.4352 0.3041 0.1368 -0.056
O -0.8525 0.4942 -1.5889 0.3351 -0.5225 -0.1557 -0.545
C 0.3269 1.0772 -1.9517 -0.1158 0.5866 -0.2141 0.888
N 1.0379 0.3158 -2.8874 -0.4304 -0.5380 0.4022 -0.848
O 0.6749 2.1592 -1.5653 0.1789 -0.3903 0.3620 -0.587
H -0.0794 0.3201 2.7393 0.0650 0.0546 -0.0502 0.203
H 1.5415 0.4094 2.0150 -0.1806 -0.1010 0.0907 0.215
H 0.3411 1.6412 1.6472 0.1022 -0.1196 -0.0330 0.217
H 0.8551 -0.4567 -0.0017 -0.1783 0.2168 -0.1389 0.200
H -0.2490 -1.8358 2.1539 -0.0868 -0.0436 -0.0821 0.211
H -0.0461 -2.4674 0.5225 -0.0960 0.0475 0.0750 0.210
H -1.5918 -1.7787 0.9840 0.0716 0.0403 0.1747 0.206
H -2.0606 -0.0097 -0.0664 0.1171 0.0833 -0.1040 0.191
H -1.2078 1.5099 0.1839 0.1671 -0.0934 -0.1223 0.191
H 0.5203 -0.5328 -3.0884 0.0658 0.0169 -0.0152 0.381
H 1.9342 0.0445 -2.4955 0.1700 0.4366 -0.3384 0.391